[1]
{
  "formula": "C36H28AsIrN3O5S2",
  "method": "the ωB97M-V functional and the def2-TZVPD basis",
  "e_tot_ha": -5065.57122,
  "largest_force_ha_per_bohr": 0.0093,
  "gap_ev": 7.25,
  "charge": 1,
  "lumo_ev": -3.57,
  "de_lowest_kcal_mol": 3.0,
  "elements": ["Ir", "O", "C", "C", "C", "N", "C", "C", "C", "O", "O", "C", "O", "O", "H", "H", "H", "S", "C", "C", "C", "C", "C", "C", "N", "C", "C", "C", "C", "C", "C", "C", "C", "N", "C", "C", "C", "C", "C", "S", "C", "H", "H", "H", "H", "H", "H", "H", "H", "H", "H", "H", "H", "C", "As", "C", "C", "C", "C", "C", "C", "C", "C", "H", "H", "H", "H", "H", "H", "H", "H", "H", "H", "H", "H", "H"],
  "positions_angstrom": [[0.421, 0.051, -0.316], [-2.221, 0.611, 5.018], [-1.630, 0.427, 3.831], [-0.473, -0.350, 3.678], [0.063, -0.470, 2.417], [-0.537, 0.133, 1.393], [-1.619, 0.899, 1.501], [-2.211, 1.070, 2.729], [-2.033, 1.520, 0.166], [-3.015, 2.217, 0.111], [-1.256, 1.196, -0.840], [1.332, -1.244, 2.040], [1.913, -1.869, 2.891], [1.641, -1.211, 0.762], [-1.758, 0.133, 5.717], [0.014, -0.842, 4.510], [-3.092, 1.687, 2.837], [0.426, 4.398, 3.527], [0.611, 5.891, 4.327], [1.494, 6.704, 3.685], [2.031, 6.103, 2.521], [1.551, 4.842, 2.297], [1.881, 3.938, 1.194], [1.216, 2.703, 1.071], [1.456, 1.843, 0.104], [2.369, 2.155, -0.845], [3.104, 3.340, -0.800], [4.091, 3.574, -1.818], [4.313, 2.665, -2.791], [3.556, 1.444, -2.855], [3.776, 0.448, -3.815], [3.031, -0.712, -3.791], [2.020, -0.817, -2.817], [1.774, 0.113, -1.916], [2.563, 1.222, -1.901], [3.232, -1.813, -4.734], [2.902, -3.131, -4.566], [3.249, -3.934, -5.681], [3.834, -3.211, -6.675], [3.970, -1.560, -6.268], [2.841, 4.234, 0.246], [0.056, 6.092, 5.229], [1.749, 7.696, 4.027], [2.741, 6.600, 1.875], [0.471, 2.413, 1.801], [4.661, 4.493, -1.783], [5.068, 2.840, -3.546], [4.557, 0.586, -4.553], [1.378, -1.685, -2.802], [2.466, -3.529, -3.660], [3.079, -4.998, -5.738], [4.193, -3.561, -7.628], [3.401, 5.158, 0.300], [-1.810, -1.543, -2.658], [-0.901, -1.847, -0.986], [-0.015, -3.548, -1.217], [-2.382, -2.190, 0.257], [-2.979, -3.556, 0.103], [-4.037, -3.773, -0.775], [-4.568, -5.045, -0.939], [-4.047, -6.113, -0.225], [-2.998, -5.904, 0.661], [-2.467, -4.634, 0.822], [-2.522, -2.348, -2.835], [-1.085, -1.515, -3.470], [-2.319, -0.583, -2.597], [-0.763, -4.339, -1.220], [0.696, -3.705, -0.408], [0.506, -3.560, -2.172], [-3.114, -1.411, 0.032], [-2.018, -2.026, 1.271], [-4.463, -2.938, -1.320], [-5.395, -5.198, -1.619], [-4.464, -7.104, -0.348], [-2.595, -6.732, 1.230], [-1.649, -4.476, 1.517]],
  "lowdin_charge": [1.250, 0.112, -0.263, 0.098, -0.161, -0.104, -0.179, 0.106, -0.574, 0.111, -0.194, -0.559, 0.109, -0.191, 0.130, 0.143, 0.149, 1.066, -0.391, -0.161, -0.105, -0.479, -0.163, -0.037, 0.005, -0.130, -0.110, 0.008, 0.008, -0.112, 0.056, -0.174, -0.030, -0.031, -0.127, -0.493, -0.114, -0.165, -0.392, 1.077, 0.080, 0.075, 0.112, 0.113, 0.089, 0.126, 0.127, 0.120, 0.083, 0.104, 0.110, 0.075, 0.131, -0.232, 1.120, -0.223, -0.267, -0.320, -0.054, -0.069, -0.077, -0.070, -0.066, 0.035, 0.034, 0.039, 0.036, 0.045, 0.013, 0.092, 0.071, 0.114, 0.109, 0.108, 0.109, 0.118]
}

[2]
{
  "formula": "C3H6NO3S2",
  "method": "the ωB97M-V functional and the def2-TZVPD basis",
  "e_tot_ha": -1194.80505,
  "largest_force_ha_per_bohr": 0.1124,
  "gap_ev": 7.89,
  "charge": -1,
  "lumo_ev": 3.52,
  "de_lowest_kcal_mol": 5.2,
  "smiles": "CC(=O)NCS(=O)(=O)[S-]",
  "elements": ["C", "C", "O", "N", "C", "S", "O", "O", "S", "H", "H", "H", "H", "H", "H"],
  "positions_angstrom": [[-2.330, 0.560, -0.778], [-1.404, -0.385, 0.021], [-1.686, -1.577, -0.013], [-0.346, 0.109, 0.701], [0.815, -0.755, 0.915], [2.467, 0.221, -0.015], [3.188, 0.890, 1.044], [1.695, 1.135, -0.890], [3.743, -0.938, -0.991], [-3.472, 0.290, -0.485], [-2.235, 0.358, -1.762], [-2.141, 1.537, -0.627], [-0.033, 1.160, 0.471], [0.626, -1.787, 0.492], [1.111, -0.818, 1.915]],
  "lowdin_charge": [0.007, -0.553, 0.005, -0.010, -0.156, 0.127, -0.495, -0.508, 0.078, 0.135, 0.031, 0.016, 0.178, 0.100, 0.044]
}

[3]
{
  "formula": "C2H5FO",
  "method": "the ωB97M-V functional and the def2-TZVPD basis",
  "e_tot_ha": -254.18029,
  "largest_force_ha_per_bohr": 0.1142,
  "gap_ev": 9.59,
  "charge": 0,
  "lumo_ev": 0.97,
  "de_lowest_kcal_mol": 69.5,
  "elements": ["C", "C", "O", "F", "H", "H", "H", "H", "H"],
  "positions_angstrom": [[1.182, -0.562, -0.409], [-0.600, 0.754, 0.246], [-1.759, 0.001, 0.072], [-0.356, 0.900, 1.486], [0.958, -0.281, -1.440], [2.082, -0.123, -0.055], [0.844, -1.604, -0.444], [-0.645, 1.698, -0.161], [-1.706, -0.782, 0.706]],
  "lowdin_charge": [0.033, -0.309, -0.013, 0.067, -0.013, -0.011, 0.010, 0.100, 0.136]
}

Number 1: E_HOMO -10.8 eV. Number 2: E_HOMO -4.4 eV. Number 3: E_HOMO -8.6 eV.